Record 1
{
  "formula": "C42H105ClN7O18",
  "method": "the ωB97M-V functional and the def2-TZVPD basis",
  "homo_energy_ev": -5.68,
  "homo_lumo_gap_ha": 0.2962,
  "de_lowest_kcal_mol": 0.00,
  "total_charge": -1,
  "species": ["Cl", "O", "O", "O", "O", "C", "O", "C", "C", "N", "C", "C", "O", "C", "H", "H", "H", "H", "H", "H", "H", "H", "H", "H", "H", "H", "H", "H", "H", "C", "O", "C", "C", "N", "C", "C", "O", "C", "H", "H", "H", "H", "H", "H", "H", "H", "H", "H", "H", "H", "H", "H", "H", "C", "O", "C", "C", "N", "C", "C", "O", "C", "H", "H", "H", "H", "H", "H", "H", "H", "H", "H", "H", "H", "H", "H", "H", "C", "O", "C", "C", "N", "C", "C", "O", "C", "H", "H", "H", "H", "H", "H", "H", "H", "H", "H", "H", "H", "H", "H", "H", "C", "O", "C", "C", "N", "C", "C", "O", "C", "H", "H", "H", "H", "H", "H", "H", "H", "H", "H", "H", "H", "H", "H", "H", "C", "O", "C", "C", "N", "C", "C", "O", "C", "H", "H", "H", "H", "H", "H", "H", "H", "H", "H", "H", "H", "H", "H", "H", "C", "O", "C", "C", "N", "C", "C", "O", "C", "H", "H", "H", "H", "H", "H", "H", "H", "H", "H", "H", "H", "H", "H", "H"],
  "coordinates": [[0.181, -0.523, 0.154], [-0.077, -1.939, 0.151], [1.054, -0.205, -0.946], [-1.035, 0.259, 0.062], [0.859, -0.154, 1.392], [6.353, -0.158, 7.017], [6.705, 0.187, 5.706], [5.617, 0.104, 4.829], [5.975, 0.784, 3.516], [4.806, 1.097, 2.765], [5.013, 1.850, 1.549], [3.667, 2.312, 1.047], [3.069, 3.202, 1.952], [1.790, 3.621, 1.528], [6.183, -1.236, 7.118], [5.470, 0.415, 7.322], [7.146, 0.097, 7.721], [4.667, 0.514, 5.203], [5.362, -0.948, 4.611], [6.739, 0.187, 3.005], [6.579, 1.679, 3.773], [4.067, 1.550, 3.287], [5.384, 1.222, 0.730], [5.693, 2.713, 1.654], [3.030, 1.426, 0.884], [3.693, 2.766, 0.042], [1.111, 2.768, 1.409], [1.873, 4.084, 0.531], [1.427, 4.345, 2.249], [-2.986, 1.447, -2.133], [-3.869, 1.836, -3.182], [-3.700, 3.176, -3.564], [-2.467, 3.478, -4.383], [-2.535, 2.757, -5.645], [-1.315, 2.906, -6.401], [-1.359, 2.130, -7.700], [-1.624, 0.785, -7.386], [-1.692, -0.043, -8.515], [-2.001, 1.203, -2.553], [-3.355, 0.557, -1.635], [-2.810, 2.279, -1.443], [-3.701, 3.799, -2.653], [-4.596, 3.553, -4.065], [-1.555, 3.146, -3.861], [-2.410, 4.555, -4.521], [-2.778, 1.780, -5.554], [-0.388, 2.757, -5.828], [-1.241, 3.972, -6.665], [-0.396, 2.223, -8.229], [-2.107, 2.605, -8.352], [-2.603, 0.162, -9.100], [-1.835, -1.083, -8.223], [-0.798, 0.100, -9.127], [6.288, -3.878, -0.794], [5.077, -3.309, -0.445], [5.209, -2.511, 0.709], [3.871, -1.943, 1.128], [2.770, -2.910, 1.218], [3.056, -4.054, 2.069], [3.234, -3.715, 3.552], [2.174, -2.861, 3.966], [2.081, -2.753, 5.352], [7.140, -3.180, -0.804], [6.276, -4.291, -1.804], [6.543, -4.695, -0.105], [5.935, -1.724, 0.472], [5.598, -3.060, 1.583], [3.570, -1.106, 0.498], [3.978, -1.540, 2.148], [2.005, -2.404, 1.656], [3.865, -4.673, 1.678], [2.181, -4.714, 1.996], [4.186, -3.189, 3.729], [3.212, -4.609, 4.191], [1.109, -2.382, 5.681], [2.873, -2.093, 5.721], [2.111, -3.724, 5.869], [1.696, -0.068, -4.505], [1.033, -1.075, -3.812], [-0.284, -1.212, -4.258], [-0.942, -2.310, -3.445], [-0.156, -3.550, -3.417], [0.095, -4.084, -4.754], [0.701, -5.470, -4.671], [1.952, -5.364, -4.059], [2.601, -6.605, -4.020], [1.125, 0.866, -4.463], [1.814, -0.292, -5.580], [2.699, 0.072, -4.106], [-0.375, -1.415, -5.330], [-0.844, -0.289, -4.047], [-1.917, -2.551, -3.911], [-1.126, -2.000, -2.417], [-0.771, -4.232, -2.978], [0.809, -3.454, -5.292], [-0.847, -4.049, -5.336], [0.773, -5.825, -5.713], [0.058, -6.191, -4.147], [3.677, -6.488, -3.873], [2.471, -7.169, -4.952], [2.262, -7.194, -3.156], [0.375, -6.912, 6.093], [-0.500, -6.142, 5.336], [0.069, -5.847, 4.068], [-0.788, -4.863, 3.302], [-1.087, -3.677, 4.087], [-1.722, -2.618, 3.277], [-3.071, -3.071, 2.769], [-3.893, -3.564, 3.793], [-5.247, -3.498, 3.409], [0.628, -7.858, 5.590], [-0.100, -7.239, 7.020], [1.277, -6.341, 6.337], [0.310, -6.772, 3.529], [1.047, -5.371, 4.273], [-1.706, -5.371, 3.000], [-0.194, -4.616, 2.404], [-0.169, -3.257, 4.235], [-1.073, -2.357, 2.435], [-1.833, -1.691, 3.845], [-2.911, -3.814, 1.970], [-3.570, -2.269, 2.206], [-5.432, -4.117, 2.515], [-5.565, -2.476, 3.183], [-5.859, -3.927, 4.202], [-7.691, -0.361, 4.890], [-6.490, -0.358, 4.155], [-5.555, 0.536, 4.721], [-4.324, 0.653, 3.829], [-4.551, 1.631, 2.779], [-3.404, 1.667, 1.872], [-2.216, 2.421, 2.438], [-2.663, 3.683, 2.888], [-1.655, 4.420, 3.510], [-8.178, 0.618, 4.820], [-7.512, -0.583, 5.952], [-8.314, -1.163, 4.498], [-5.340, 0.267, 5.761], [-5.985, 1.554, 4.713], [-4.117, -0.316, 3.375], [-3.498, 0.906, 4.511], [-4.515, 2.565, 3.187], [-3.625, 2.094, 0.888], [-3.064, 0.675, 1.561], [-1.450, 2.531, 1.661], [-1.741, 1.846, 3.244], [-1.078, 3.840, 4.241], [-2.093, 5.270, 4.033], [-0.948, 4.826, 2.774], [-4.825, 6.519, -3.125], [-3.432, 6.584, -2.896], [-2.832, 7.627, -3.618], [-1.346, 7.600, -3.357], [-0.747, 6.372, -3.859], [0.697, 6.343, -3.576], [1.109, 4.898, -3.365], [0.419, 4.415, -2.249], [0.647, 3.034, -2.067], [-5.312, 7.427, -2.734], [-5.254, 5.721, -2.518], [-5.043, 6.354, -4.184], [-3.254, 8.596, -3.304], [-3.026, 7.591, -4.700], [-1.169, 7.767, -2.284], [-0.889, 8.440, -3.892], [-1.169, 5.610, -3.333], [0.943, 6.920, -2.677], [1.200, 6.748, -4.456], [2.193, 4.832, -3.196], [0.906, 4.342, -4.291], [1.631, 2.776, -1.664], [0.523, 2.502, -3.017], [-0.079, 2.586, -1.388]],
  "forces_ev_per_a": [[1.3, 0.3, 0.3], [-0.6, 0.1, 0.1], [-0.2, 0.3, -0.2], [-0.4, -0.2, -0.2], [-0.2, -0.2, 0.1], [-0.1, -0.1, 0.4], [0.2, 0.4, 0.2], [-0.5, -0.7, -1.1], [1.1, 0.8, 1.1], [-0.1, -0.3, -0.8], [-0.4, 0.1, -0.6], [-0.7, -0.4, -0.8], [0.1, 0.1, 0.5], [0.2, -0.3, -0.6], [-0.3, 0.0, 0.0], [-0.1, -0.2, 0.1], [0.2, 0.1, -0.3], [0.4, 0.4, 0.4], [0.1, 0.0, 0.1], [-0.6, -0.3, -0.5], [-0.3, 0.1, 0.1], [0.2, 0.0, 0.3], [0.3, -0.1, 0.3], [0.0, -0.1, 0.2], [0.0, 0.0, 0.3], [0.5, 0.2, 0.1], [-0.1, 0.0, 0.3], [-0.1, 0.2, 0.2], [-0.1, 0.0, 0.0], [0.8, 0.2, -0.7], [-0.3, -0.2, 0.0], [-0.2, 1.0, 1.0], [-0.2, -1.2, 0.0], [0.1, 0.4, -0.6], [0.0, 1.1, -0.4], [0.4, 0.4, 0.3], [-0.2, -0.2, 0.0], [-0.6, 0.1, -0.2], [0.0, -0.1, 0.1], [-0.2, 0.1, 0.1], [-0.3, -0.1, 0.2], [0.4, -0.1, 0.0], [0.0, -0.6, -0.4], [-0.1, 0.3, 0.4], [0.0, 0.0, -0.3], [0.1, 0.0, 0.4], [0.0, -0.7, 0.1], [0.0, -0.1, -0.1], [0.0, -0.1, 0.1], [-0.3, -0.5, 0.0], [0.2, 0.4, -0.2], [0.5, 0.0, 0.3], [0.0, -0.3, -0.2], [0.9, -0.6, -0.2], [-0.2, 0.1, 0.0], [-0.4, 0.0, 0.2], [-0.5, 0.3, 0.9], [0.6, -0.2, -0.2], [-1.0, -0.1, 0.1], [0.3, 0.2, 0.1], [-0.5, -0.4, -0.5], [0.0, 0.0, 0.8], [-0.2, 0.2, 0.2], [-0.5, 0.0, 0.0], [0.1, 0.0, 0.0], [-0.1, 0.3, 0.3], [0.3, -0.4, -0.4], [-0.2, -0.2, -0.2], [0.6, 0.5, -0.3], [-0.2, 0.0, -0.4], [0.3, 0.3, 0.1], [0.0, 0.1, 0.1], [0.0, -0.1, 0.0], [0.2, -0.1, -0.2], [0.0, 0.5, -0.5], [0.0, -0.1, 0.3], [0.5, -0.1, -0.2], [0.1, 0.3, -0.6], [0.3, -0.2, -0.4], [-0.6, 0.0, 1.0], [-0.2, -0.7, -0.3], [-0.2, -0.1, -0.2], [-0.3, 0.5, 0.6], [-0.6, 0.4, -0.6], [0.5, -0.2, -0.3], [0.4, -0.3, 0.4], [0.1, 0.2, 0.1], [-0.1, -0.2, 0.1], [-0.1, 0.0, 0.3], [0.3, 0.0, -0.2], [0.0, 0.1, -0.2], [-0.1, 0.5, 0.0], [0.2, 0.1, 0.0], [0.3, 0.0, 0.3], [0.0, 0.1, 0.2], [0.2, -0.5, -0.2], [0.3, -0.2, 0.1], [-0.1, 0.1, 0.2], [-0.1, 0.4, 0.0], [-0.1, -0.1, 0.0], [-0.2, -0.1, -0.2], [0.0, -0.5, 0.3], [-0.4, -0.2, -0.3], [0.6, 0.7, 1.0], [0.1, -0.5, -0.3], [0.7, 0.8, 0.0], [-0.3, -0.3, -0.1], [0.3, 0.2, -1.1], [-0.2, 0.3, 0.1], [-0.1, -0.5, -0.3], [0.3, 0.2, -0.2], [-0.2, 0.4, 0.0], [0.2, -0.2, 0.0], [-0.4, 0.0, -0.2], [-0.1, 0.0, -0.2], [0.0, 0.2, 0.0], [-0.3, 0.0, -0.2], [0.0, -0.3, 0.5], [-0.2, 0.0, -0.3], [0.0, -0.2, 0.4], [-0.1, -0.3, 0.3], [0.1, 0.3, 0.3], [0.1, 0.1, 0.0], [0.0, 0.0, 0.2], [0.1, 0.2, 0.1], [0.3, -0.1, 0.1], [0.0, -0.1, 0.3], [-0.2, 0.7, -0.7], [-0.4, -0.2, 0.9], [0.7, 0.1, -0.5], [0.5, -0.1, -0.9], [0.4, -0.5, -0.4], [-0.3, -0.1, 0.3], [0.5, 0.5, 0.1], [-0.2, -0.1, 0.0], [0.1, 0.1, 0.0], [-0.1, 0.2, -0.1], [0.2, -0.2, -0.1], [-0.2, -0.1, 0.3], [0.1, 0.0, 0.0], [0.2, 0.0, -0.2], [-0.5, -0.2, 0.2], [-0.6, 0.4, 0.3], [0.0, -0.2, 0.5], [0.0, 0.0, 0.0], [-0.1, 0.2, 0.2], [-0.1, -0.2, -0.1], [-0.2, -0.1, 0.0], [0.0, -0.1, 0.0], [-0.1, 0.2, 0.7], [-0.3, -0.3, -0.2], [0.1, 0.7, 0.0], [0.0, 0.2, -0.4], [0.1, 0.2, 0.6], [-0.6, -0.5, -0.3], [0.7, 0.7, -0.2], [-0.1, -0.3, 0.1], [-0.3, -0.9, 0.0], [0.1, 0.1, -0.5], [0.3, -0.2, -0.2], [-0.1, 0.1, 0.0], [0.1, 0.0, 0.2], [0.0, -0.5, 0.0], [0.0, -0.1, 0.0], [-0.1, 0.0, 0.1], [0.1, 0.0, 0.0], [0.1, 0.1, 0.0], [0.3, 0.1, 0.2], [0.0, 0.0, 0.0], [-0.3, -0.3, 0.2], [0.2, 0.3, -0.1], [0.1, 0.0, 0.0], [-0.1, 0.4, 0.1]],
  "mulliken_charge": [1.16, -0.62, -0.52, -0.44, -0.73, -0.72, -0.38, -0.03, -0.86, 0.15, -0.94, 0.19, -0.50, -0.07, 0.27, 0.32, 0.27, 0.37, -0.09, 0.25, 0.47, 0.18, 0.27, 0.47, -0.19, 0.33, 0.04, 0.12, 0.22, -0.03, -0.52, -1.12, 1.09, -0.34, -0.21, -0.81, -0.17, -0.90, -0.16, 0.38, 0.15, 0.38, 0.29, -0.85, 0.51, 0.40, -0.06, 0.29, 0.40, 0.43, 0.32, 0.21, 0.36, -0.92, -0.06, -1.13, 0.18, 0.12, -0.97, -0.52, -0.10, -0.95, 0.32, 0.20, 0.33, 0.58, 0.30, 0.13, 0.14, -0.17, 0.41, 0.30, 0.32, 0.59, 0.34, 0.18, 0.33, -0.55, 0.04, 0.38, -0.92, 0.01, -0.59, -0.67, -0.17, -0.81, -0.14, 0.31, 0.23, 0.36, -0.44, 0.40, 0.17, 0.22, 0.18, 0.41, 0.39, 0.37, 0.20, 0.33, 0.30, -0.74, -0.31, -0.03, -0.15, -0.49, 0.09, -1.09, -0.37, -0.64, 0.31, 0.26, 0.22, 0.45, -0.32, 0.53, 0.07, 0.20, -0.24, 0.42, 0.46, 0.68, 0.31, 0.15, 0.25, -0.83, -0.24, -0.79, 0.77, -0.38, -0.35, 0.12, -0.48, -0.73, 0.29, 0.35, 0.24, 0.48, 0.31, -0.67, 0.32, 0.41, 0.14, -0.11, 0.08, 0.35, 0.34, 0.31, 0.17, -0.93, -0.14, -0.74, -0.69, -0.14, -0.90, -0.15, -0.26, 0.49, 0.37, 0.25, 0.36, 0.49, 0.31, 0.40, 0.39, 0.13, 0.41, 0.38, 0.47, -0.04, 0.28, -0.43, -0.36]
}



Record 2
{
  "formula": "CH9N5",
  "method": "the ωB97M-V functional and the def2-TZVPD basis",
  "homo_energy_ev": [-13.70, -16.89],
  "multiplicity": 3,
  "homo_lumo_gap_ha": [0.2970, 0.2736],
  "de_lowest_kcal_mol": 0.00,
  "total_charge": 2,
  "s2": 2.0079,
  "species": ["C", "N", "N", "N", "N", "N", "H", "H", "H", "H", "H", "H", "H", "H", "H"],
  "coordinates": [[-10.054, 1.743, -0.084], [-9.281, 0.886, -0.021], [-7.846, -1.660, 0.470], [-7.629, -0.771, -0.446], [10.956, 0.173, -0.203], [-6.687, 0.138, -0.349], [-10.717, 2.476, -0.246], [-8.383, -2.401, 0.190], [-7.321, -1.649, 1.354], [11.342, -0.700, -0.494], [11.062, 1.012, -0.743], [9.929, -0.058, -0.348], [11.027, 0.559, 0.737], [-6.094, 0.250, 0.474], [-6.600, 0.998, -0.945]],
  "forces_ev_per_a": [[3.1, -3.5, 0.2], [-1.5, 1.9, 0.2], [1.8, 1.5, 2.1], [0.4, 0.5, -1.6], [-4.1, 0.9, 0.2], [1.4, 2.0, 0.0], [-2.2, 2.4, -0.3], [-1.1, -2.5, -0.8], [-1.0, 0.3, -0.2], [1.8, -0.4, 0.0], [0.9, 0.1, -1.4], [0.9, 0.5, 0.5], [0.6, -1.1, 0.7], [0.4, -1.1, -0.2], [-1.4, -1.3, 0.5]],
  "mulliken_charge": [-0.10, -0.26, -0.15, 0.16, -0.53, -0.18, 0.42, 0.25, 0.27, 0.36, 0.38, 0.41, 0.38, 0.28, 0.32]
}



Record 3
{
  "formula": "C20H25N4O6",
  "method": "the ωB97M-V functional and the def2-TZVPD basis",
  "homo_energy_ev": -11.75,
  "smiles": "COc1cc(C[NH+]2CCN(Cc3ccc([N+](=O)[O-])cc3)CC2)c([N+](=O)[O-])cc1OC",
  "homo_lumo_gap_ha": 0.2880,
  "total_charge": 1,
  "species": ["C", "O", "C", "C", "C", "C", "N", "C", "C", "N", "C", "C", "C", "C", "C", "N", "O", "O", "C", "C", "C", "C", "C", "N", "O", "O", "C", "C", "O", "C", "H", "H", "H", "H", "H", "H", "H", "H", "H", "H", "H", "H", "H", "H", "H", "H", "H", "H", "H", "H", "H", "H", "H", "H", "H"],
  "coordinates": [[2.837, 4.057, 1.621], [2.014, 2.956, 1.269], [2.411, 1.975, 0.465], [1.423, 1.020, 0.198], [1.611, -0.093, -0.602], [0.415, -0.963, -0.890], [0.549, -2.344, -0.351], [-0.569, -3.213, -0.768], [-1.896, -2.681, -0.212], [-1.644, -1.878, 0.975], [-2.880, -1.493, 1.643], [-3.585, -0.451, 0.815], [-2.946, 0.763, 0.576], [-3.540, 1.730, -0.207], [-4.794, 1.479, -0.751], [-5.416, 2.487, -1.585], [-4.768, 3.481, -1.825], [-6.532, 2.261, -1.990], [-5.454, 0.283, -0.511], [-4.842, -0.682, 0.268], [-0.657, -2.525, 1.814], [0.711, -2.397, 1.121], [2.889, -0.258, -1.164], [3.260, -1.349, -1.994], [4.259, -1.264, -2.660], [2.544, -2.360, -1.984], [3.890, 0.691, -0.927], [3.693, 1.804, -0.132], [4.640, 2.728, 0.112], [5.907, 2.605, -0.508], [3.141, 4.624, 0.740], [2.212, 4.679, 2.259], [3.721, 3.736, 2.172], [0.459, 1.207, 0.642], [0.282, -1.056, -1.971], [-0.475, -0.511, -0.452], [1.426, -2.671, -0.839], [-0.363, -4.215, -0.386], [-0.597, -3.267, -1.856], [-2.403, -2.047, -0.945], [-2.559, -3.534, 0.004], [-2.618, -1.059, 2.611], [-3.539, -2.356, 1.819], [-1.982, 0.949, 1.026], [-3.062, 2.678, -0.401], [-6.431, 0.123, -0.941], [-5.348, -1.616, 0.456], [-0.614, -2.021, 2.780], [-0.899, -3.583, 2.001], [1.342, -3.249, 1.379], [1.216, -1.482, 1.435], [4.847, 0.515, -1.393], [5.820, 2.611, -1.597], [6.469, 3.479, -0.185], [6.425, 1.701, -0.180]],
  "forces_ev_per_a": [[0.3, 0.6, 0.2], [-0.2, -0.3, -0.1], [0.2, -0.3, -0.3], [0.2, 0.1, 0.0], [0.3, -0.3, -0.3], [0.0, 0.6, -0.4], [0.5, -0.2, -0.3], [-0.6, -0.3, -0.2], [0.0, 0.2, -0.1], [0.0, -0.2, 0.2], [0.0, 0.1, 0.0], [-0.2, 0.0, 0.0], [-0.2, -0.1, 0.0], [-0.1, 0.2, -0.2], [0.5, -0.9, 0.7], [-0.1, 0.2, -0.2], [0.1, 0.3, -0.1], [-0.3, 0.0, -0.1], [-0.1, 0.4, -0.2], [0.2, 0.1, 0.1], [0.0, -0.1, -0.1], [0.0, 0.0, 0.8], [-0.2, 1.4, 0.9], [0.3, -0.5, -0.4], [-0.1, -0.2, -0.1], [0.1, -0.2, -0.4], [0.0, -0.2, -0.1], [-0.4, -0.1, 0.1], [-0.3, 0.0, 0.2], [0.3, 0.0, -0.1], [-0.1, -0.1, 0.1], [0.1, -0.1, -0.1], [-0.1, 0.0, 0.0], [-0.2, 0.0, 0.0], [0.0, -0.1, 0.1], [0.1, -0.1, -0.1], [-0.5, 0.2, 0.4], [0.1, 0.1, 0.0], [0.1, 0.0, 0.1], [0.0, -0.1, 0.0], [0.1, 0.0, 0.0], [0.0, -0.1, 0.0], [0.0, 0.0, 0.0], [0.1, 0.0, 0.0], [0.0, 0.0, 0.0], [0.0, 0.0, 0.0], [-0.1, -0.1, 0.0], [0.0, -0.1, 0.0], [0.0, 0.0, 0.0], [0.0, 0.1, -0.1], [0.0, -0.1, -0.1], [0.0, 0.1, 0.0], [0.0, 0.0, 0.0], [0.0, -0.1, -0.1], [0.0, 0.0, 0.0]],
  "mulliken_charge": [-0.81, -0.45, -0.11, -0.72, 0.39, -0.60, 0.25, -0.92, -0.75, 0.45, -1.30, 0.43, -0.20, -0.56, -0.02, 1.00, -0.60, -0.60, -0.53, -0.51, -0.89, -0.57, -1.00, 1.02, -0.61, -0.71, -0.24, 1.16, -0.49, -0.95, 0.31, 0.29, 0.29, 0.75, 0.50, 0.07, 0.48, 0.48, 0.35, 0.50, 0.42, 0.42, 0.40, 0.48, 0.49, 0.50, 0.40, 0.46, 0.35, 0.40, 0.41, 0.69, 0.37, 0.26, 0.36]
}